Record 1
DFT (wB97M-V/def2-TZVPD) results for one molecule with the formula C20H22ClN3O2.

Geometry (Å):
O (-2.007, -3.318, -1.406)
C (-1.570, -2.418, -0.722)
N (-1.900, -1.124, -0.888)
C (-2.797, -0.641, -1.911)
C (-3.722, 0.439, -1.337)
C (-2.907, 1.534, -0.708)
C (-2.840, 1.697, 0.672)
C (-2.026, 2.683, 1.204)
C (-1.289, 3.465, 0.328)
N (-1.342, 3.324, -0.986)
C (-2.132, 2.392, -1.484)
C (-0.573, -2.652, 0.418)
C (-1.176, -2.250, 1.778)
C (-0.216, -1.373, 2.583)
C (0.203, -0.165, 1.774)
O (0.149, 0.979, 2.182)
N (0.603, -0.486, 0.519)
C (1.133, 0.533, -0.372)
C (2.637, 0.474, -0.417)
C (3.310, 0.022, -1.544)
C (4.691, -0.066, -1.555)
C (5.402, 0.294, -0.422)
Cl (7.127, 0.181, -0.426)
C (4.748, 0.746, 0.714)
C (3.369, 0.834, 0.709)
C (0.731, -1.877, 0.149)
H (-1.465, -0.421, -0.308)
H (-3.366, -1.498, -2.278)
H (-2.218, -0.224, -2.745)
H (-4.382, -0.006, -0.592)
H (-4.334, 0.841, -2.147)
H (-3.422, 1.058, 1.322)
H (-1.949, 2.828, 2.269)
H (-0.624, 4.237, 0.690)
H (-2.148, 2.326, -2.565)
H (-0.339, -3.719, 0.405)
H (-2.106, -1.698, 1.624)
H (-1.424, -3.142, 2.355)
H (-0.689, -1.027, 3.503)
H (0.678, -1.941, 2.851)
H (0.711, 0.392, -1.371)
H (0.805, 1.498, 0.026)
H (2.756, -0.257, -2.428)
H (5.212, -0.414, -2.433)
H (5.314, 1.028, 1.587)
H (2.848, 1.188, 1.586)
H (1.551, -2.344, 0.709)
H (0.984, -1.932, -0.911)

Calculated values
SMILES string ... O=C(NCCc1cccnc1)[C@@H]1CCC(=O)N(Cc2ccc(Cl)cc2)C1
Calculated total energy ... -42186.4661 eV
Highest occupied orbital energy ... -9.1 eV
ΔE to the lowest compared entry with this formula, charge and spin ... 71.1 kJ/mol

Record 2
DFT (wB97M-V/def2-TZVPD) results for one molecule with the formula C20H22F3N3O.

Geometry (Å):
O (-0.385, -4.129, 0.201)
C (0.158, -3.215, 0.784)
C (1.237, -2.341, 0.139)
N (1.060, -0.952, 0.527)
C (2.239, -0.120, 0.394)
C (2.572, 0.271, -1.055)
N (1.421, 0.929, -1.631)
C (1.551, 1.934, -2.561)
C (2.774, 2.232, -3.181)
C (2.891, 3.284, -4.066)
C (1.803, 4.080, -4.381)
C (0.590, 3.795, -3.771)
C (-0.628, 4.611, -4.092)
F (-1.398, 4.845, -3.014)
F (-0.343, 5.811, -4.618)
F (-1.431, 3.993, -4.985)
C (0.455, 2.748, -2.878)
C (0.242, 0.087, -1.584)
C (-0.064, -0.310, -0.135)
N (-0.085, -2.885, 2.065)
C (-1.064, -3.561, 2.883)
C (-2.037, -2.620, 3.542)
C (-2.409, -1.428, 2.933)
C (-3.312, -0.577, 3.546)
C (-3.860, -0.910, 4.772)
C (-3.499, -2.099, 5.384)
C (-2.591, -2.946, 4.774)
H (1.210, -2.521, -0.944)
H (2.204, -2.688, 0.514)
H (3.092, -0.634, 0.843)
H (2.049, 0.797, 0.962)
H (3.418, 0.957, -1.034)
H (2.854, -0.625, -1.631)
H (3.641, 1.622, -2.990)
H (3.846, 3.480, -4.531)
H (1.891, 4.898, -5.076)
H (-0.503, 2.588, -2.410)
H (-0.615, 0.602, -2.010)
H (0.416, -0.821, -2.182)
H (-0.918, -0.991, -0.121)
H (-0.313, 0.588, 0.438)
H (0.376, -2.068, 2.438)
H (-0.557, -4.161, 3.649)
H (-1.596, -4.249, 2.214)
H (-1.990, -1.167, 1.973)
H (-3.591, 0.347, 3.061)
H (-4.565, -0.247, 5.249)
H (-3.924, -2.366, 6.340)
H (-2.311, -3.871, 5.256)

Calculated values
SMILES string ... O=C(CN1CCN(c2cccc(C(F)(F)F)c2)CC1)NCc1ccccc1
Calculated total energy ... -35768.4200 eV
Highest occupied orbital energy ... -8.1 eV
ΔE to the lowest compared entry with this formula, charge and spin ... 15.6 kJ/mol

Record 3
DFT (wB97M-V/def2-TZVPD) results for C20H22FN3O2PtS5Si as an isolated structure.

Geometry (Å):
Pt (0.601, -0.975, -1.195)
O (4.399, -1.101, 2.957)
C (3.224, -1.003, 3.591)
C (3.230, -1.026, 4.989)
C (2.058, -0.925, 5.704)
C (0.843, -0.782, 5.045)
C (0.818, -0.767, 3.667)
C (1.995, -0.883, 2.921)
C (1.885, -0.916, 1.455)
O (0.723, -0.890, 0.944)
N (3.003, -0.967, 0.739)
N (2.809, -1.031, -0.592)
C (3.799, -0.999, -1.411)
S (5.479, -0.791, -0.931)
C (6.133, -1.161, -2.602)
C (5.163, -0.579, -3.600)
S (3.494, -1.169, -3.121)
H (4.235, -1.066, 1.987)
H (4.181, -1.126, 5.485)
H (2.087, -0.952, 6.783)
H (-0.073, -0.687, 5.607)
H (-0.118, -0.673, 3.134)
H (6.204, -2.245, -2.700)
H (7.125, -0.719, -2.682)
H (5.354, -0.914, -4.618)
H (5.155, 0.510, -3.565)
S (-3.210, -0.666, -3.603)
C (-1.763, -1.064, -2.811)
S (-0.144, -0.620, -3.324)
S (-1.847, -1.181, -1.052)
C (-2.435, 3.078, 0.861)
Si (-1.794, 2.238, -0.730)
C (0.096, 2.058, -0.681)
C (-2.350, 3.109, -2.336)
N (-2.449, 0.624, -0.766)
C (-3.723, 0.205, -0.707)
C (-4.959, 0.808, -0.480)
C (-6.055, -0.030, -0.408)
C (-5.957, -1.411, -0.578)
C (-4.735, -2.025, -0.842)
C (-3.658, -1.186, -0.922)
F (-1.628, -2.936, -1.120)
H (-2.112, 4.110, 0.933)
H (-2.067, 2.554, 1.738)
H (-3.518, 3.071, 0.915)
H (0.581, 3.028, -0.624)
H (0.475, 1.560, -1.579)
H (0.406, 1.486, 0.193)
H (-2.045, 4.150, -2.341)
H (-3.428, 3.073, -2.459)
H (-1.914, 2.628, -3.207)
H (-5.049, 1.875, -0.356)
H (-7.023, 0.401, -0.201)
H (-6.853, -2.008, -0.504)
H (-4.645, -3.088, -0.997)

Calculated values
Calculated total energy ... -97678.5981 eV
Highest occupied orbital energy ... -7.9 eV
ΔE to the lowest compared entry with this formula, charge and spin ... 237.6 kJ/mol

Record 4
DFT (wB97M-V/def2-TZVPD) results for one molecule with the formula C20H22FN3O4.

Geometry (Å):
O (-0.443, -0.057, -0.433)
C (-1.631, 0.245, -0.426)
N (-2.058, 1.255, 0.463)
C (-1.118, 2.125, 1.125)
C (-0.779, 1.563, 2.528)
C (0.185, 2.575, 3.180)
C (1.656, 2.298, 2.987)
C (2.169, 2.049, 1.508)
C (3.654, 1.991, 1.564)
N (3.915, 0.961, 0.541)
C (2.910, 0.176, 0.485)
C (2.743, -1.053, -0.290)
C (3.513, -1.288, -1.403)
O (4.238, -0.287, -1.844)
C (3.316, -2.508, -2.136)
C (2.391, -3.459, -1.837)
C (1.634, -3.246, -0.660)
C (1.789, -2.045, 0.104)
F (1.048, -1.948, 1.257)
N (1.879, 0.709, 1.147)
C (-2.493, -0.538, -1.284)
C (-1.986, -1.211, -2.379)
C (-2.796, -1.850, -3.292)
C (-4.191, -1.877, -3.146)
C (-4.714, -1.217, -2.065)
O (-6.065, -1.376, -1.843)
C (-3.904, -0.601, -1.058)
O (-4.605, -0.269, 0.090)
H (-2.951, 1.072, 1.022)
H (-1.566, 3.142, 1.090)
H (-0.161, 2.128, 0.518)
H (-1.706, 1.500, 3.206)
H (-0.308, 0.626, 2.497)
H (-0.027, 3.571, 2.746)
H (0.008, 2.727, 4.308)
H (1.968, 1.399, 3.636)
H (2.138, 3.332, 3.267)
H (1.767, 2.834, 0.832)
H (4.019, 2.985, 1.352)
H (4.091, 1.782, 2.508)
H (4.480, 0.345, -1.126)
H (3.856, -2.719, -3.141)
H (2.247, -4.234, -2.482)
H (1.051, -4.130, -0.475)
H (0.967, 0.591, 0.618)
H (-0.939, -1.208, -2.540)
H (-2.337, -2.365, -4.124)
H (-4.849, -2.450, -3.778)
H (-6.456, -1.455, -2.695)
H (-5.551, -0.588, -0.125)

Calculated values
SMILES string ... O=C(NCCCC[C@H]1CN=C(c2c(O)cccc2F)N1)c1cccc(O)c1O
Calculated total energy ... -36472.9810 eV
Highest occupied orbital energy ... -8.2 eV
ΔE to the lowest compared entry with this formula, charge and spin ... 242.9 kJ/mol

Record 5
DFT (wB97M-V/def2-TZVPD) results for one molecule with the formula C20H22FNO4.

Geometry (Å):
C (-6.151, -2.125, -0.328)
O (-5.647, -0.917, -0.840)
C (-4.495, -0.399, -0.302)
C (-3.757, -1.053, 0.678)
C (-2.583, -0.522, 1.180)
C (-2.121, 0.698, 0.711)
C (-0.896, 1.339, 1.285)
O (-0.953, 2.343, 1.973)
N (0.277, 0.727, 1.002)
C (0.410, -0.421, 0.129)
C (1.796, -0.437, -0.502)
C (2.874, -0.648, 0.579)
O (2.850, -2.036, 0.879)
C (4.226, -0.253, 0.001)
C (5.007, -1.223, -0.616)
C (6.230, -0.906, -1.178)
C (6.664, 0.404, -1.123)
F (7.857, 0.727, -1.665)
C (5.905, 1.395, -0.528)
C (4.685, 1.059, 0.030)
C (2.496, 0.157, 1.846)
C (1.500, 1.273, 1.557)
C (-2.863, 1.373, -0.245)
C (-4.040, 0.849, -0.770)
O (-4.614, 1.630, -1.727)
C (-5.936, 1.407, -2.163)
H (-6.374, -2.050, 0.741)
H (-5.460, -2.957, -0.500)
H (-7.074, -2.308, -0.876)
H (-4.097, -2.002, 1.060)
H (-2.041, -1.055, 1.946)
H (-0.359, -0.374, -0.646)
H (0.274, -1.353, 0.692)
H (1.980, 0.494, -1.036)
H (1.865, -1.264, -1.208)
H (3.510, -2.217, 1.558)
H (4.647, -2.240, -0.658)
H (6.839, -1.657, -1.656)
H (6.269, 2.410, -0.507)
H (4.095, 1.837, 0.488)
H (3.387, 0.569, 2.322)
H (2.031, -0.538, 2.550)
H (1.926, 2.010, 0.865)
H (1.230, 1.800, 2.476)
H (-2.539, 2.335, -0.608)
H (-6.168, 2.256, -2.806)
H (-6.026, 0.482, -2.735)
H (-6.638, 1.384, -1.326)

Calculated values
SMILES string ... COc1ccc(C(=O)N2CCC(O)(c3ccc(F)cc3)CC2)cc1OC
Calculated total energy ... -33494.1677 eV
Highest occupied orbital energy ... -8.2 eV
ΔE to the lowest compared entry with this formula, charge and spin ... 164.6 kJ/mol